No. 1
Formula: C41H26F3I2N3O3SbW
Source: OMol25
Level of theory: the ωB97M-V functional and the def2-TZVPD basis

Summary:
spin multiplicity: 1
total charge: +1
HOMO (alpha / beta): -10.53 / -10.50 eV
energy relative to the best compared isomer or geometry (same formula, charge and spin): 218.65 kJ/mol
HOMO-LUMO gap (alpha / beta): 0.2213 / 0.2205 Ha
LUMO (alpha / beta): -4.51 / -4.50 eV

Geometry as XYZ:
```
80
C41H26F3I2N3O3SbW the ωB97M-V functional and the def2-TZVPD basis
W 0.48 1.78 0.33
O 0.23 3.61 0.20
C -0.80 3.99 1.02
C -1.56 5.11 0.73
C -2.68 5.42 1.49
C -3.05 4.61 2.55
C -2.30 3.49 2.87
C -1.17 3.16 2.12
C -0.37 1.97 2.40
N 0.99 2.14 2.21
N 1.74 0.98 2.39
C 2.59 0.83 1.40
O 2.38 1.51 0.28
C 3.59 -0.23 1.46
C 4.19 -0.66 0.27
C 5.15 -1.66 0.31
C 5.50 -2.24 1.52
C 4.88 -1.83 2.69
C 3.93 -0.83 2.67
H -1.27 5.73 -0.11
H -3.26 6.29 1.25
H -3.93 4.85 3.14
H -2.58 2.87 3.71
H -0.71 1.26 3.17
H 3.91 -0.19 -0.67
H 5.62 -1.98 -0.60
H 6.26 -3.00 1.54
H 5.15 -2.29 3.63
H 3.46 -0.48 3.57
I -4.37 2.20 -0.23
C -2.87 2.37 -1.69
C -3.11 2.78 -3.00
C -2.06 2.86 -3.89
I -2.51 3.35 -5.89
C -0.72 2.57 -3.52
C 0.41 2.64 -4.36
C 1.66 2.31 -3.83
C 1.79 1.89 -2.53
N 0.72 1.76 -1.67
C -0.52 2.15 -2.18
C -1.59 2.03 -1.29
O -1.33 1.49 -0.06
H -4.11 3.02 -3.31
H 0.32 2.97 -5.38
H 2.53 2.40 -4.45
H 2.75 1.61 -2.11
F -2.56 -3.46 5.21
C -1.97 -2.93 4.14
C -2.40 -3.30 2.87
C -1.78 -2.75 1.76
C -0.78 -1.80 1.93
C -0.34 -1.46 3.21
C -0.94 -2.02 4.32
Sb 0.23 -0.91 0.21
C 1.16 -2.81 -0.31
C 2.02 -3.38 0.61
C 2.55 -4.64 0.37
C 2.20 -5.30 -0.80
F 2.70 -6.51 -1.03
C 1.34 -4.73 -1.73
C 0.81 -3.48 -1.47
C -1.33 -0.99 -1.31
C -0.93 -0.78 -2.63
C -1.88 -0.66 -3.63
C -3.22 -0.77 -3.30
F -4.13 -0.66 -4.26
C -3.63 -0.96 -1.99
C -2.68 -1.06 -0.99
H -3.19 -4.02 2.77
H -2.06 -3.07 0.77
H 0.49 -0.76 3.34
H -0.61 -1.78 5.32
H 2.28 -2.85 1.51
H 3.22 -5.10 1.07
H 1.09 -5.27 -2.62
H 0.12 -3.04 -2.17
H 0.13 -0.70 -2.88
H -1.59 -0.48 -4.66
H -4.69 -1.02 -1.77
H -3.00 -1.15 0.04
```

Atom charges from the Löwdin analysis, given in e for atoms 1 to 8: number 1, W, carries 1.58; number 2, O, carries -0.17; number 3, C, carries -0.29; number 4, C, carries 0.01; number 5, C, carries -0.06; number 6, C, carries -0.09; number 7, C, carries -0.03; number 8, C, carries -0.17



No. 2
Formula: C41H28ClMgN9O4S2
Source: OMol25
Level of theory: the ωB97M-V functional and the def2-TZVPD basis

Summary:
spin multiplicity: 1
total charge: 0
HOMO (alpha / beta): -7.22 / -6.18 eV
energy relative to the best compared isomer or geometry (same formula, charge and spin): 452.22 kJ/mol
HOMO-LUMO gap (alpha / beta): 0.2352 / 0.2062 Ha
LUMO (alpha / beta): -0.82 / -0.57 eV

Geometry as XYZ:
```
86
C41H28ClMgN9O4S2 the ωB97M-V functional and the def2-TZVPD basis
Mg 0.81 1.11 -0.88
C 4.57 0.44 -0.49
C 4.74 -0.90 -0.53
C 4.33 -1.75 0.62
C 3.48 -0.97 1.59
N 3.35 0.32 1.61
C 3.95 1.05 0.63
N 1.19 -1.71 1.75
C 0.40 -0.56 1.97
N 0.32 0.49 1.11
C -0.48 1.44 1.73
N -0.73 2.70 1.44
C 0.02 3.50 0.63
C -0.32 4.87 0.59
C 0.45 5.75 -0.12
C 1.57 5.28 -0.82
C 1.82 3.93 -0.79
N 1.06 3.05 -0.11
C -1.02 0.87 2.95
C -1.94 1.34 3.88
C -2.26 0.53 4.95
C -1.65 -0.74 5.11
C -0.73 -1.21 4.21
C -0.41 -0.38 3.11
H 4.88 1.07 -1.32
H 5.21 -1.38 -1.38
H 5.23 -2.12 1.14
H 3.86 2.12 0.71
H -1.18 5.18 1.16
H 0.20 6.80 -0.14
H 2.21 5.94 -1.39
H 2.63 3.50 -1.37
H -2.39 2.32 3.75
H -2.97 0.87 5.69
H -1.92 -1.35 5.97
H -0.27 -2.18 4.33
O 2.52 -3.26 -5.85
C 2.73 -2.06 -5.25
O 3.21 -1.15 -5.86
C 2.33 -1.95 -3.83
C 2.41 -2.88 -2.81
Cl 2.90 -4.51 -2.85
N 2.05 -2.29 -1.65
N 1.72 -1.01 -1.88
C 1.88 -0.78 -3.17
C 1.58 0.65 -3.56
O 1.11 0.95 -4.64
O 1.80 1.44 -2.55
C 2.17 -2.67 -0.27
C 3.53 -3.03 0.26
C 3.35 -3.84 1.53
C 2.89 -3.20 2.61
C 2.50 -1.76 2.45
C 1.17 -2.13 0.44
H 2.09 -3.86 -5.23
H 4.09 -3.61 -0.48
H 3.58 -4.89 1.55
H 2.72 -3.70 3.55
H 2.37 -1.25 3.40
H 0.27 -1.85 -0.08
S -2.20 3.62 -3.52
C -0.87 2.75 -2.88
N -1.11 1.98 -1.86
C -2.47 2.05 -1.52
C -3.08 1.37 -0.47
C -4.42 1.56 -0.25
C -5.18 2.41 -1.07
C -4.59 3.09 -2.11
C -3.22 2.90 -2.32
H 0.12 2.82 -3.33
H -2.49 0.73 0.16
H -4.90 1.04 0.57
H -6.24 2.54 -0.87
H -5.17 3.76 -2.74
S -1.81 -1.61 -1.42
C -3.04 -2.06 -0.37
N -4.13 -2.73 -0.83
C -5.20 -3.12 -0.08
C -5.24 -2.85 1.24
C -4.13 -2.15 1.80
C -3.08 -1.77 1.03
H -4.12 -2.93 -1.83
H -5.98 -3.64 -0.61
H -6.08 -3.15 1.84
H -4.12 -1.92 2.86
H -2.24 -1.25 1.46
```

Atom charges from the Löwdin analysis, given in e for atoms 1 to 8: number 1, Mg, carries 0.67; number 2, C, carries -0.07; number 3, C, carries -0.02; number 4, C, carries -0.19; number 5, C, carries -0.17; number 6, N, carries 0.14; number 7, C, carries -0.10; number 8, N, carries 0.04



No. 3
Formula: C41H29AsBBrF7InN2O2S
Source: OMol25
Level of theory: the ωB97M-V functional and the def2-TZVPD basis

Summary:
spin multiplicity: 1
total charge: 0
HOMO: -7.36 eV
energy relative to the best compared isomer or geometry (same formula, charge and spin): 268.74 kJ/mol
HOMO-LUMO gap: 0.2379 Ha
LUMO: -0.89 eV

Geometry as XYZ:
```
86
C41H29AsBBrF7InN2O2S the ωB97M-V functional and the def2-TZVPD basis
In 0.45 -0.35 -0.35
C 2.79 -3.76 -0.10
O 2.04 -2.90 0.74
C 2.27 -2.95 2.07
C 3.19 -3.79 2.67
C 3.37 -3.72 4.04
Br 4.63 -4.88 4.86
C 2.67 -2.84 4.81
C 1.73 -1.99 4.21
C 1.51 -2.05 2.83
O 0.62 -1.26 2.21
C 0.99 -1.00 5.00
N 0.13 -0.16 4.48
C -0.32 0.64 5.52
C -1.24 1.69 5.52
C -1.50 2.31 6.73
C -0.87 1.90 7.91
C 0.05 0.86 7.93
C 0.31 0.24 6.71
N 1.14 -0.80 6.34
H 2.56 -4.81 0.11
H 3.86 -3.59 0.01
H 2.48 -3.53 -1.11
H 3.78 -4.48 2.08
H 2.84 -2.81 5.88
H 0.26 -0.62 2.89
H -1.73 1.99 4.61
H -2.21 3.12 6.77
H -1.10 2.40 8.84
H 0.53 0.54 8.84
H 1.76 -1.30 6.95
S -0.30 -3.16 -3.08
C 0.76 -3.61 -4.45
C 1.20 -4.84 -4.88
C 2.03 -4.87 -6.00
C 2.41 -3.70 -6.64
C 1.94 -2.46 -6.21
C 1.11 -2.44 -5.11
As 0.00 -1.21 -4.10
C -1.43 -0.77 -5.28
C -2.60 -1.52 -5.26
C -3.64 -1.16 -6.10
C -3.49 -0.06 -6.95
C -2.31 0.66 -6.97
C -1.27 0.31 -6.13
C 1.10 0.29 -3.64
C 0.56 1.52 -3.29
C 1.41 2.58 -3.03
C 2.79 2.40 -3.12
C 3.32 1.17 -3.48
C 2.48 0.10 -3.74
H 0.92 -5.76 -4.37
H 2.39 -5.82 -6.37
H 3.07 -3.75 -7.50
H 2.23 -1.55 -6.71
H -2.71 -2.34 -4.56
H -4.56 -1.71 -6.08
H -4.32 0.24 -7.58
H -2.21 1.52 -7.62
H -0.35 0.88 -6.13
H -0.52 1.65 -3.22
H 1.00 3.54 -2.75
H 3.45 3.23 -2.91
H 4.39 1.04 -3.55
H 2.89 -0.86 -4.01
F -1.94 1.02 -1.00
B -2.57 0.45 -2.12
F -3.86 0.05 -1.87
F -2.48 1.32 -3.22
F -1.75 -0.74 -2.48
F -3.30 6.69 4.99
C -3.84 5.53 4.56
F -4.22 4.85 5.67
F -4.97 5.83 3.90
C -2.88 4.73 3.73
C -1.53 5.02 3.73
C -0.65 4.24 3.00
C -1.12 3.15 2.26
C -2.50 2.89 2.25
C -3.37 3.67 2.98
C -0.24 2.29 1.54
C 0.53 1.55 0.94
H -1.16 5.86 4.31
H 0.40 4.46 2.99
H -2.87 2.06 1.66
H -4.44 3.46 2.98
```

Atom charges from the Löwdin analysis, given in e for atoms 1 to 8: number 1, In, carries 0.90; number 2, C, carries -0.06; number 3, O, carries -0.15; number 4, C, carries -0.21; number 5, C, carries -0.06; number 6, C, carries -0.68; number 7, Br, carries 0.73; number 8, C, carries -0.09



No. 4
Formula: C41H31ClEuF6N6O6P
Source: OMol25
Level of theory: the ωB97M-V functional and the def2-TZVPD basis

Summary:
spin multiplicity: 7
total charge: -2
HOMO (alpha / beta): -0.85 / -0.87 eV
⟨S²⟩: 12.055
HOMO-LUMO gap (alpha / beta): 0.1771 / 0.1757 Ha
LUMO (alpha / beta): 3.97 / 3.91 eV

Geometry as XYZ:
```
93
C41H31ClEuF6N6O6P the ωB97M-V functional and the def2-TZVPD basis
Eu 0.00 0.00 0.00
Cl 3.80 -5.36 -3.10
C 3.23 -4.04 -2.16
C 4.06 -3.44 -1.24
C 3.58 -2.36 -0.49
C 2.27 -1.82 -0.60
O 1.99 -0.83 0.17
C 1.43 -2.48 -1.58
C -0.01 -2.19 -1.98
N -0.72 -1.26 -1.47
C -2.03 -0.77 -1.63
C -2.86 -1.39 -2.57
C -4.16 -0.95 -2.78
C -4.64 0.12 -2.03
C -3.85 0.77 -1.07
C -4.42 1.84 -0.37
C -3.71 2.55 0.59
C -2.42 2.15 0.83
N -1.84 1.14 0.18
C -2.51 0.38 -0.81
C 1.94 -3.57 -2.34
H 5.08 -3.78 -1.08
H 4.25 -1.90 0.24
H -0.43 -2.84 -2.76
H -2.50 -2.22 -3.16
H -4.79 -1.44 -3.51
H -5.67 0.45 -2.21
H -5.45 2.15 -0.57
H -4.15 3.37 1.13
H -1.80 2.65 1.57
H 1.31 -4.06 -3.07
O -0.76 1.57 1.32
C -1.35 1.27 2.34
C -1.70 -0.08 2.95
C -2.41 0.04 4.17
C -2.81 -1.10 4.87
C -2.52 -2.36 4.37
C -1.83 -2.46 3.16
C -1.39 -1.35 2.40
O -0.76 -1.57 1.31
N -3.54 -0.96 6.13
O -3.88 -2.00 6.72
O -3.78 0.18 6.54
H -1.71 2.11 2.96
H -2.64 1.02 4.57
H -2.82 -3.27 4.88
H -1.60 -3.46 2.78
C -0.43 2.66 -4.63
N 0.52 1.85 -3.90
C 1.48 2.69 -3.21
N 0.79 3.60 -2.31
C -0.16 4.41 -3.03
N -1.12 3.57 -3.73
C -2.04 2.90 -2.83
P -1.04 1.80 -1.80
C -0.11 0.87 -3.03
C 0.21 2.93 -1.16
H -1.15 2.04 -5.18
H 0.09 3.24 -5.41
H 2.07 3.27 -3.93
H 2.22 2.09 -2.67
H 0.37 5.05 -3.76
H -0.67 5.12 -2.37
H -2.79 2.34 -3.40
H -2.59 3.62 -2.23
H -0.76 0.21 -3.61
H 0.65 0.23 -2.57
H 0.98 2.40 -0.59
H -0.23 3.66 -0.47
F 4.93 -0.05 -4.33
C 3.92 -0.03 -3.44
C 2.88 -0.94 -3.57
C 1.84 -0.92 -2.65
C 1.85 0.00 -1.60
C 2.90 0.91 -1.48
C 3.94 0.89 -2.40
H 2.88 -1.65 -4.39
H 1.01 -1.63 -2.73
H 2.90 1.62 -0.66
H 4.77 1.59 -2.32
F 5.84 0.00 5.06
C 4.82 0.00 4.18
C 3.64 -0.64 4.49
F 3.50 -1.25 5.67
C 2.58 -0.63 3.57
F 1.46 -1.27 3.94
C 2.66 0.00 2.30
O 1.69 0.00 1.47
C 3.90 0.63 2.05
F 4.11 1.27 0.88
C 4.96 0.64 2.96
F 6.11 1.25 2.66
H 1.23 1.71 0.00
```

Atom charges from the Löwdin analysis, given in e for atoms 1 to 8: number 1, Eu, carries 1.75; number 2, Cl, carries 0.61; number 3, C, carries -0.72; number 4, C, carries -0.12; number 5, C, carries 0.04; number 6, C, carries -0.33; number 7, O, carries -0.28; number 8, C, carries -0.19



No. 5
Formula: C41H31CuN4O4Te
Source: OMol25
Level of theory: the ωB97M-V functional and the def2-TZVPD basis

Summary:
spin multiplicity: 1
total charge: 0
HOMO: -7.05 eV
HOMO-LUMO gap: 0.2082 Ha
LUMO: -1.39 eV

Geometry as XYZ:
```
82
C41H31CuN4O4Te the ωB97M-V functional and the def2-TZVPD basis
Cu -0.02 0.08 -0.04
C 0.91 -6.81 0.12
C 1.02 -5.31 -0.01
C 2.24 -4.65 0.01
C 2.36 -3.28 -0.14
C 3.76 -2.74 0.06
O 4.50 -3.31 0.84
C 4.31 -1.56 -0.70
C 3.84 -1.17 -1.95
C 4.41 -0.10 -2.61
C 5.46 0.60 -2.04
C 5.95 0.21 -0.80
C 5.38 -0.87 -0.14
C 1.19 -2.46 -0.30
O 1.34 -1.20 -0.39
C -0.10 -3.13 -0.27
C -0.11 -4.53 -0.12
C -1.41 -2.44 -0.31
N -1.57 -1.15 -0.25
C -2.90 -0.54 -0.24
C -2.98 0.71 -1.10
Te -3.01 0.33 -3.21
C -0.92 0.10 -3.49
C -0.15 1.20 -3.87
C 1.21 1.04 -4.10
C 1.81 -0.20 -3.95
C 1.04 -1.30 -3.57
C -0.32 -1.15 -3.35
C -2.63 -3.33 -0.44
C -2.89 -3.99 -1.64
C -4.04 -4.76 -1.79
C -4.93 -4.89 -0.74
C -4.67 -4.26 0.47
C -3.53 -3.49 0.62
H 1.90 -7.26 0.26
H 0.48 -7.26 -0.78
H 0.29 -7.11 0.96
H 3.15 -5.22 0.16
H 3.03 -1.72 -2.41
H 4.02 0.20 -3.58
H 5.90 1.45 -2.56
H 6.79 0.74 -0.35
H 5.75 -1.19 0.83
H -1.07 -5.03 -0.06
H -3.13 -0.27 0.80
H -3.68 -1.22 -0.57
H -2.17 1.40 -0.89
H -3.93 1.22 -0.90
H -0.62 2.16 -4.01
H 1.81 1.90 -4.40
H 2.87 -0.32 -4.14
H 1.51 -2.27 -3.45
H -0.92 -2.00 -3.06
H -2.18 -3.91 -2.45
H -4.22 -5.27 -2.73
H -5.83 -5.48 -0.86
H -5.36 -4.37 1.30
H -3.32 -3.01 1.57
O -0.14 5.77 4.97
N -0.11 5.58 3.78
O -0.10 6.49 2.97
C -0.09 4.17 3.27
C -0.11 3.23 4.23
C -0.10 1.84 3.91
C -0.15 0.83 4.89
C -0.14 -0.48 4.50
C -0.09 -0.77 3.13
N -0.05 0.16 2.20
C -0.04 1.45 2.57
C 0.02 2.46 1.53
N 0.13 2.01 0.25
C 0.20 2.90 -0.72
C 0.11 4.27 -0.49
C 0.00 4.75 0.78
C -0.02 3.84 1.86
H -0.15 3.54 5.27
H -0.18 1.12 5.94
H -0.17 -1.28 5.23
H -0.09 -1.80 2.78
H 0.33 2.50 -1.72
H 0.15 4.96 -1.33
H -0.07 5.80 0.96
```

Atom charges from the Löwdin analysis, given in e for atoms 1 to 8: number 1, Cu, carries 0.34; number 2, C, carries -0.06; number 3, C, carries -0.27; number 4, C, carries 0.02; number 5, C, carries -0.06; number 6, C, carries -0.28; number 7, O, carries 0.08; number 8, C, carries -0.13